The following is a quantum chemistry calculation of a 11-piece molecular cluster, C44H88O19 overall at a distorted geometry, from OMol25.

As for the energy relative to the best compared isomer or geometry (same formula, charge and spin): 5.619 eV. For the HOMO energy, the calculation gives -9.6 eV. As for the energy: -3158.5310 Eh. As for the frontier orbital gap: 9.622 eV.

Last column: Löwdin charge in e.
Element x y z (Å)
1 C -3.45110 -6.96591 1.33351  -0.053
2 C -2.74064 -5.80804 2.08877  -0.208
3 O -2.24837 -6.32364 3.30516  -0.018
4 C -2.80924 -6.18685 4.54208  -0.407
5 O -4.04379 -6.02358 4.72431  0.076
6 O -1.74288 -6.27916 5.53620  -0.065
7 C -2.07881 -6.46635 6.94781  -0.045
8 H -2.65828 -7.71273 1.29107  0.075
9 H -3.97522 -6.82571 0.38813  0.074
10 H -4.22591 -7.42515 1.94740  0.072
11 H -3.37310 -4.95386 2.33055  0.121
12 H -1.86382 -5.51789 1.50989  0.118
13 H -1.20288 -6.19970 7.53919  0.087
14 H -2.43590 -7.47054 7.17623  0.091
15 H -2.86671 -5.76125 7.21270  0.081
16 C 12.36799 2.14119 -4.69239  -0.058
17 C 11.47547 0.95628 -4.59086  -0.264
18 O 10.12866 1.34322 -4.51755  0.029
19 C 9.45947 1.27729 -3.35520  -0.555
20 O 9.93455 0.78424 -2.32493  0.086
21 O 8.20102 1.59294 -3.56705  0.020
22 C 7.20031 1.47491 -2.57187  -0.036
23 H 12.26301 2.80935 -3.83761  0.091
24 H 12.09111 2.56594 -5.65729  0.081
25 H 13.37077 1.73299 -4.81848  0.083
26 H 11.69712 0.40874 -3.67479  0.114
27 H 11.56793 0.17529 -5.34558  0.131
28 H 6.71975 2.44164 -2.42154  0.093
29 H 7.55892 1.16441 -1.59050  0.095
30 H 6.39711 0.79868 -2.86460  0.090
31 C -0.01883 6.01993 3.01176  -0.052
32 C 1.46334 5.92800 2.46812  -0.177
33 O 2.12880 4.90020 3.25589  0.018
34 C 3.06801 4.17053 2.61194  -0.551
35 O 3.29601 4.25060 1.41524  0.105
36 O 3.74651 3.48217 3.54670  0.010
37 C 4.61830 2.47421 3.14852  -0.072
38 H -0.64611 5.22252 2.61332  0.064
39 H -0.47587 6.93663 2.63910  0.064
40 H -0.08134 6.15392 4.09169  0.073
41 H 1.95826 6.88701 2.62122  0.114
42 H 1.59318 5.83525 1.38987  0.112
43 H 4.19997 1.67343 2.53873  0.097
44 H 5.07014 1.88054 3.94320  0.094
45 H 5.47095 2.92051 2.63675  0.097
46 C 2.83157 -4.61707 0.81819  -0.064
47 C 3.10834 -5.28061 -0.56122  -0.153
48 O 2.83251 -4.34529 -1.66012  0.031
49 C 3.84855 -3.82459 -2.34554  -0.616
50 O 4.97420 -3.93651 -2.00911  0.136
51 O 3.50828 -3.15638 -3.45146  0.004
52 C 4.48170 -2.73923 -4.34634  -0.068
53 H 2.93578 -5.19744 1.73493  0.072
54 H 1.85580 -4.20100 1.06890  0.060
55 H 3.48618 -3.75718 0.96024  0.076
56 H 2.49377 -6.15822 -0.76176  0.118
57 H 4.15656 -5.57697 -0.52244  0.114
58 H 5.46104 -2.55074 -3.90651  0.099
59 H 4.00713 -1.94300 -4.91984  0.096
60 H 4.58229 -3.43327 -5.18078  0.093
61 C -2.43884 -1.32607 -7.57905  -0.189
62 C -3.18209 -1.58580 -6.31495  -0.184
63 C -2.30733 -0.89368 -5.14033  -0.161
64 O -1.56268 0.06098 -5.88078  -0.158
65 C -1.87146 0.08624 -7.29141  -0.177
66 H -2.99549 -1.51924 -8.49608  0.113
67 H -1.58214 -1.99525 -7.65878  0.109
68 H -3.39895 -2.62111 -6.05191  0.100
69 H -4.22680 -1.27814 -6.35998  0.100
70 H -1.63789 -1.62285 -4.68397  0.111
71 H -3.07435 -0.50632 -4.46971  0.103
72 H -0.94698 0.33918 -7.81048  0.120
73 H -2.70292 0.72573 -7.58777  0.112
74 C 1.88403 -2.16124 7.49089  -0.248
75 C 2.82442 -3.25076 7.78426  -0.168
76 C 4.19313 -2.45807 7.72750  -0.157
77 O 3.88740 -1.23267 7.02426  -0.151
78 C 2.52046 -1.22628 6.53392  -0.187
79 H 1.58497 -1.63966 8.40008  0.120
80 H 0.89972 -2.54142 7.21757  0.117
81 H 2.83767 -3.99413 6.98718  0.108
82 H 2.46393 -3.69328 8.71287  0.111
83 H 4.84845 -3.06696 7.10468  0.108
84 H 4.54111 -2.22203 8.73313  0.114
85 H 2.46585 -1.49517 5.47902  0.117
86 H 2.02598 -0.26087 6.64154  0.119
87 C -5.85405 -1.25816 -0.56051  -0.185
88 C -6.85923 -1.73701 -1.56793  -0.177
89 C -8.07042 -1.94049 -0.74354  -0.214
90 O -7.63918 -2.21812 0.60535  -0.097
91 C -6.52137 -1.40313 0.76527  -0.252
92 H -5.48925 -0.23547 -0.65607  0.110
93 H -4.93440 -1.83572 -0.65410  0.108
94 H -6.46589 -2.58400 -2.13005  0.117
95 H -7.16632 -0.95398 -2.26123  0.116
96 H -8.67965 -2.70661 -1.22312  0.118
97 H -8.85996 -1.18911 -0.75582  0.120
98 H -5.85708 -1.80520 1.53024  0.120
99 H -6.75205 -0.41111 1.15357  0.115
100 C 0.03566 0.61230 -0.35755  -0.172
101 C -0.87317 0.99451 0.83071  -0.165
102 C -0.13123 0.36605 2.02124  -0.203
103 O 1.19938 0.01686 1.51904  -0.169
104 C 0.98688 -0.50260 0.12074  -0.130
105 H 0.52214 1.54388 -0.64667  0.109
106 H -0.63976 0.28680 -1.14872  0.099
107 H -1.91202 0.67571 0.74549  0.101
108 H -0.79352 2.06529 1.01829  0.097
109 H -0.70318 -0.47266 2.41815  0.102
110 H -0.07464 0.99692 2.90832  0.111
111 H 0.58444 -1.51523 0.09402  0.110
112 H 1.90752 -0.45078 -0.46049  0.112
113 C -4.30339 4.68188 -2.25667  -0.193
114 C -4.65619 5.18591 -3.59770  -0.220
115 C -6.04111 5.54238 -3.54931  -0.252
116 O -6.15977 6.02817 -2.24996  -0.118
117 C -5.30176 5.30135 -1.31849  -0.170
118 H -3.37713 5.07304 -1.83579  0.113
119 H -4.27377 3.59636 -2.16247  0.112
120 H -4.45587 4.38145 -4.30538  0.123
121 H -3.95574 5.99401 -3.80851  0.127
122 H -6.74310 4.72042 -3.68959  0.127
123 H -6.21872 6.24441 -4.36399  0.130
124 H -5.73775 4.49707 -0.72591  0.106
125 H -4.97582 5.94749 -0.50340  0.116
126 C 2.63549 5.03937 -5.53685  -0.162
127 C 1.24972 4.40556 -5.11237  -0.133
128 C 0.26820 4.89766 -6.20485  -0.265
129 O 1.01294 4.84755 -7.34085  -0.129
130 C 2.45283 5.13728 -7.06393  -0.154
131 H 3.57163 4.51617 -5.34187  0.101
132 H 2.80783 6.06072 -5.19737  0.096
133 H 0.96171 4.53845 -4.06954  0.100
134 H 1.41472 3.33095 -5.19040  0.104
135 H -0.24633 5.83561 -5.99602  0.114
136 H -0.52476 4.15501 -6.29312  0.115
137 H 2.90289 6.08980 -7.34367  0.107
138 H 3.07879 4.36690 -7.51426  0.108
139 C -6.25745 0.03524 5.92217  -0.154
140 C -6.04347 -1.23770 6.78568  -0.143
141 C -4.56188 -1.61375 6.33420  -0.185
142 O -3.95507 -0.34640 6.35649  -0.170
143 C -4.79182 0.63168 5.81814  -0.192
144 H -6.94721 0.56206 6.58155  0.093
145 H -6.87365 -0.14217 5.04073  0.099
146 H -6.80168 -1.97375 6.51839  0.101
147 H -6.08741 -1.05783 7.85984  0.105
148 H -4.47530 -1.91801 5.29111  0.110
149 H -4.03323 -2.37557 6.90713  0.112
150 H -4.60910 0.78135 4.75404  0.107
151 H -4.62795 1.51544 6.43474  0.119